Entry 1:
# C14H43AsF6O7

A molecular structure, C14H43AsF6O7 (the ωB97M-V functional and the def2-TZVPD basis, OMol25).

```
71
C14H43AsF6O7 | OMol25 | the ωB97M-V functional and the def2-TZVPD basis
O -0.54 1.04 -1.12
H -0.50 0.13 -0.82
H -1.25 1.54 -0.72
H -0.46 1.14 -2.08
As 0.20 5.81 -3.63
F 1.66 6.66 -3.87
F -0.34 6.22 -5.34
F -1.38 5.06 -3.33
F 0.83 5.48 -1.94
F -0.61 7.35 -3.07
F 0.83 4.26 -4.31
C -5.98 4.15 0.10
C -5.54 2.85 0.83
C -5.77 1.67 -0.07
O -4.08 2.91 0.96
H -6.97 3.97 -0.33
H -5.29 4.50 -0.66
H -6.19 4.97 0.78
H -6.03 2.65 1.78
H -5.48 0.76 0.46
H -5.30 1.70 -1.05
H -6.83 1.57 -0.27
H -3.78 3.39 1.74
C 5.61 -3.53 -2.42
C 4.18 -3.89 -2.33
C 4.03 -4.93 -1.26
O 3.50 -2.78 -1.97
H 6.20 -4.39 -2.73
H 6.09 -3.34 -1.46
H 5.74 -2.70 -3.12
H 3.87 -4.27 -3.30
H 3.11 -5.51 -1.36
H 3.91 -4.48 -0.27
H 4.82 -5.67 -1.37
H 3.97 -2.26 -1.32
C 3.32 -1.25 4.08
C 4.18 -0.10 3.55
C 5.71 -0.29 3.71
O 3.90 0.08 2.23
H 2.29 -1.09 3.75
H 3.20 -1.44 5.15
H 3.65 -2.13 3.54
H 3.90 0.80 4.09
H 6.28 0.54 3.29
H 6.06 -1.14 3.13
H 6.02 -0.23 4.75
H 4.31 0.85 1.83
C -2.26 -4.61 2.89
C -1.98 -4.05 1.52
C -2.90 -4.55 0.37
O -2.04 -2.66 1.47
H -1.48 -4.27 3.56
H -2.19 -5.70 2.94
H -3.20 -4.27 3.32
H -0.99 -4.40 1.23
H -2.35 -4.47 -0.57
H -3.90 -4.14 0.26
H -2.96 -5.62 0.55
H -2.72 -2.44 2.11
C -1.27 -1.45 -6.28
O -1.99 -0.79 -5.24
H -0.35 -1.90 -5.93
H -1.98 -2.23 -6.56
H -1.03 -0.76 -7.09
H -2.92 -0.99 -5.35
C 0.15 5.24 3.56
O -0.87 5.29 4.53
H 0.34 4.27 3.09
H -0.29 5.86 2.79
H 1.05 5.79 3.83
H -0.91 6.23 4.73
```

Properties
Multiplicity   1
Lowest unoccupied orbital energy   -2.078 eV
ΔE to the lowest compared entry with this formula, charge and spin   112.9 kcal per mole
E_HOMO   -10.33 eV
Strongest force on any atom   3.7 eV Å⁻¹
DFT total energy   -106688.2586 eV
Kohn-Sham gap   8.2 eV

=====

Entry 2:
# C29H26Br2F6N6SbSn

A molecular structure, C29H26Br2F6N6SbSn (the ωB97M-V functional and the def2-TZVPD basis, OMol25).

```
71
C29H26Br2F6N6SbSn | OMol25 | the ωB97M-V functional and the def2-TZVPD basis
Sn -0.18 0.01 0.24
C 1.83 -1.08 2.69
C 2.88 -0.14 2.09
C 2.39 1.27 2.00
C 2.81 2.24 2.90
C 2.30 3.52 2.82
C 1.40 3.82 1.81
C 1.02 2.81 0.95
N 1.50 1.56 1.04
N 0.94 -1.64 1.63
C 1.71 -2.57 0.77
C 2.10 -2.02 -0.58
C 3.23 -2.51 -1.21
C 3.45 -2.19 -2.54
C 2.52 -1.41 -3.21
C 1.45 -0.92 -2.49
N 1.25 -1.19 -1.19
C -0.20 -2.35 2.26
C -1.16 -2.85 1.22
C -1.94 -3.97 1.45
C -2.81 -4.39 0.46
C -2.85 -3.70 -0.75
C -2.04 -2.60 -0.90
N -1.22 -2.17 0.07
H 1.19 -0.55 3.40
H 2.30 -1.92 3.21
H 3.16 -0.48 1.09
H 3.80 -0.19 2.68
H 3.53 1.97 3.67
H 2.60 4.28 3.53
H 0.97 4.80 1.70
H 0.29 3.00 0.17
H 1.09 -3.44 0.56
H 2.59 -2.92 1.30
H 3.92 -3.16 -0.68
H 4.33 -2.57 -3.06
H 2.62 -1.18 -4.26
H 0.71 -0.30 -2.98
H -0.70 -1.65 2.94
H 0.18 -3.19 2.85
H -1.86 -4.50 2.39
H -3.44 -5.26 0.62
H -3.49 -4.01 -1.55
H -2.02 -2.03 -1.82
Br -5.76 2.56 -3.10
C -4.26 1.74 -2.34
C -4.41 0.74 -1.39
C -3.27 0.18 -0.85
N -2.03 0.55 -1.21
C -1.90 1.53 -2.12
C -2.98 2.15 -2.70
C -0.51 1.97 -2.40
C -0.18 2.70 -3.53
C 1.14 3.11 -3.71
Br 1.62 4.09 -5.22
C 2.09 2.77 -2.75
C 1.68 2.02 -1.67
N 0.41 1.63 -1.49
H -5.38 0.41 -1.06
H -3.34 -0.57 -0.07
H -2.86 2.96 -3.40
H -0.92 2.94 -4.28
H 3.12 3.08 -2.85
H 2.38 1.73 -0.90
F -0.63 0.58 3.04
Sb -2.48 1.11 2.91
F -2.85 0.20 4.49
F -2.60 -0.54 1.91
F -4.25 1.51 2.50
F -1.93 1.84 1.20
F -2.05 2.73 3.72
```

Properties
Multiplicity   2
Lowest unoccupied orbital energy (spin up / spin down)   -6.130 / -7.522 eV
ΔE to the lowest compared entry with this formula, charge and spin   6.5 kcal per mole
E_HOMO (spin up / spin down)   -13.52 / -14.96 eV
Strongest force on any atom   0.7 eV Å⁻¹
DFT total energy   -208186.1085 eV
Net charge   +2
Kohn-Sham gap (spin up / spin down)   7.4 / 7.4 eV

=====

Entry 3:
# C6H8O3S

A single C6H8O3S molecule (the ωB97M-V functional and the def2-TZVPD basis, OMol25).

```
18
C6H8O3S | OMol25 | the ωB97M-V functional and the def2-TZVPD basis
C -1.41 0.08 0.09
C -1.35 -1.50 -0.17
C 0.06 0.58 0.01
C 0.81 -0.78 -0.03
C 0.20 1.55 -1.23
C 1.74 -1.06 1.20
O -2.32 -2.17 -0.25
O -2.75 2.22 0.40
O -0.09 -1.85 -0.35
S -2.91 0.78 0.19
H 0.19 1.28 0.80
H 1.45 -0.65 -0.81
H 1.27 1.37 -1.45
H -0.19 2.47 -0.90
H -0.35 1.03 -2.10
H 1.06 -1.19 2.03
H 2.28 -0.26 1.46
H 2.32 -1.89 1.11
```

Properties
Multiplicity   1
Lowest unoccupied orbital energy   -0.752 eV
ΔE to the lowest compared entry with this formula, charge and spin   39.4 kcal per mole
E_HOMO   -9.51 eV
Strongest force on any atom   5.9 eV Å⁻¹
DFT total energy   -23327.1887 eV
Kohn-Sham gap   8.8 eV

=====

Entry 4:
# C8H20AsF6MgNO7

A molecular structure, C8H20AsF6MgNO7 (the ωB97M-V functional and the def2-TZVPD basis, OMol25).

```
44
C8H20AsF6MgNO7 | OMol25 | the ωB97M-V functional and the def2-TZVPD basis
Mg 0.18 0.07 -0.32
N 1.80 2.06 -1.98
O 1.06 2.71 -2.58
O 1.33 1.07 -1.48
O 2.97 2.38 -1.77
As 0.46 2.45 2.48
F -1.17 2.97 2.21
F 0.33 1.35 1.08
F 2.14 1.89 2.85
F 0.57 3.55 3.88
F -0.21 1.12 3.48
F 1.10 3.78 1.44
C 3.06 -0.45 0.61
O 1.67 -0.77 0.56
C 1.27 -1.56 1.70
C -0.25 -1.94 1.45
O -1.02 -0.82 0.93
C -2.42 -0.99 1.18
H 3.69 -1.34 0.65
H 3.25 0.25 1.42
H 3.20 -0.03 -0.39
H 1.28 -1.06 2.67
H 1.83 -2.49 1.81
H -0.70 -2.19 2.40
H -0.35 -2.85 0.86
H -2.98 -0.22 0.65
H -2.69 -1.00 2.24
H -2.75 -1.91 0.70
C 0.49 -2.69 -1.64
O -0.11 -1.38 -1.59
C -1.23 -1.24 -2.40
C -1.67 0.25 -2.33
O -1.42 0.79 -1.03
C -1.87 2.16 -0.96
H 1.23 -2.85 -0.85
H 0.96 -2.81 -2.61
H -0.28 -3.43 -1.43
H -1.99 -1.97 -2.11
H -0.87 -1.47 -3.40
H -2.72 0.21 -2.60
H -1.14 0.83 -3.08
H -2.94 2.14 -0.76
H -1.62 2.75 -1.84
H -1.44 2.67 -0.10
```

Properties
Multiplicity   1
Lowest unoccupied orbital energy   -0.398 eV
ΔE to the lowest compared entry with this formula, charge and spin   34.5 kcal per mole
E_HOMO   -8.82 eV
Strongest force on any atom   7.6 eV Å⁻¹
DFT total energy   -107031.6104 eV
Kohn-Sham gap   8.4 eV

=====

Entry 5:
# C29H36N2O

2 unconnected molecules or ions with the total composition C29H36N2O (the ωB97M-V functional and the def2-TZVPD basis, OMol25).

```
68
C29H36N2O | OMol25 | the ωB97M-V functional and the def2-TZVPD basis
C -6.20 0.63 -1.92
C -5.69 -0.10 -3.18
C -6.28 -1.52 -3.18
C -6.20 0.63 -4.43
C -4.15 -0.11 -3.18
C -3.41 -1.30 -3.19
C -2.04 -1.28 -3.21
C -1.31 -0.06 -3.22
O -0.07 -0.04 -3.25
C -2.08 1.14 -3.20
C -3.45 1.10 -3.18
H -5.88 1.67 -1.90
H -7.29 0.62 -1.89
H -5.84 0.14 -1.02
H -5.97 -2.08 -4.06
H -5.98 -2.08 -2.29
H -7.37 -1.47 -3.18
H -5.83 0.14 -5.34
H -7.28 0.62 -4.46
H -5.87 1.67 -4.45
H -3.92 -2.24 -3.18
H -1.48 -2.19 -3.23
H -1.55 2.08 -3.21
H -4.01 2.03 -3.16
C 7.85 -1.16 -2.58
N 7.14 -2.20 -1.81
C 7.98 -3.21 -1.15
C 5.80 -1.96 -1.36
C 4.70 -2.46 -2.08
C 3.42 -2.20 -1.68
C 3.15 -1.43 -0.53
C 1.81 -1.15 -0.14
C 1.48 -0.51 1.04
C 0.20 -0.20 1.45
C -0.10 0.54 2.64
C -1.44 0.74 3.04
C -1.74 1.47 4.16
C -0.72 2.05 4.94
N -1.04 2.84 6.09
C -0.98 2.26 7.44
C -1.09 4.30 6.01
C 0.61 1.85 4.54
C 0.91 1.11 3.43
C 4.26 -0.94 0.19
C 5.54 -1.19 -0.21
H 7.15 -0.39 -2.87
H 8.65 -0.71 -1.99
H 8.28 -1.59 -3.48
H 7.36 -3.81 -0.49
H 8.43 -3.87 -1.90
H 8.77 -2.75 -0.57
H 4.89 -3.05 -2.96
H 2.59 -2.59 -2.25
H 1.02 -1.44 -0.81
H 2.29 -0.26 1.70
H -0.63 -0.52 0.85
H -2.23 0.30 2.46
H -2.76 1.62 4.46
H -0.81 1.18 7.36
H -0.17 2.70 8.03
H -1.92 2.42 7.96
H -0.99 4.61 4.97
H -2.04 4.67 6.39
H -0.28 4.76 6.58
H 1.40 2.30 5.13
H 1.94 0.99 3.14
H 4.10 -0.32 1.05
H 6.38 -0.78 0.33
```

Properties
Multiplicity   1
Lowest unoccupied orbital energy   -2.819 eV
ΔE to the lowest compared entry with this formula, charge and spin   3.5 kcal per mole
E_HOMO   -5.38 eV
Strongest force on any atom   2.1 eV Å⁻¹
DFT total energy   -35680.2693 eV
Kohn-Sham gap   2.6 eV

=====

Entry 6:
# C5H8Cl3N

A molecular structure, C5H8Cl3N (the ωB97M-V functional and the def2-TZVPD basis, OMol25).

```
17
C5H8Cl3N | OMol25 | the ωB97M-V functional and the def2-TZVPD basis
C 0.40 -1.35 0.57
C 1.10 0.02 -1.19
C 1.04 1.01 1.08
C 1.29 -0.27 0.29
C -2.02 0.36 -0.15
N -0.35 -2.27 0.53
Cl -2.33 0.98 -1.73
Cl -2.98 -1.46 -0.20
Cl -3.10 1.22 0.97
H 0.24 0.56 -1.23
H 1.79 0.76 -1.52
H 1.19 -0.79 -1.75
H 0.76 0.88 2.04
H 0.30 1.54 0.50
H 1.97 1.65 1.13
H 2.33 -0.72 0.39
H -1.64 -2.12 0.27
```

Properties
Multiplicity   1
Lowest unoccupied orbital energy   0.294 eV
ΔE to the lowest compared entry with this formula, charge and spin   5.1 kcal per mole
E_HOMO   -8.30 eV
Strongest force on any atom   5.5 eV Å⁻¹
DFT total energy   -44367.8447 eV
Kohn-Sham gap   8.6 eV

=====

Entry 7:
# C4H5NOS

A molecular structure, C4H5NOS (the ωB97M-V functional and the def2-TZVPD basis, OMol25).

```
12
C4H5NOS | OMol25 | the ωB97M-V functional and the def2-TZVPD basis
C -0.21 -0.04 -0.34
C 0.92 -0.86 0.38
C -0.34 1.06 0.73
C 0.19 0.37 -1.68
H -1.64 -1.01 0.42
H 1.93 -0.67 -0.04
H 0.66 -1.95 0.36
H 0.18 1.95 0.53
H -1.37 1.34 1.02
N 0.50 0.45 -2.80
O -1.40 -0.69 -0.49
S 0.58 0.03 1.91
```

Properties
Multiplicity   1
Lowest unoccupied orbital energy   0.551 eV
ΔE to the lowest compared entry with this formula, charge and spin   35.7 kcal per mole
E_HOMO   -9.49 eV
Strongest force on any atom   2.6 eV Å⁻¹
DFT total energy   -18600.3710 eV
Kohn-Sham gap   10.0 eV